{"formula": "C3H7N4O2", "method": "wB97M-V/def2-TZVPD", "lumo_energy_ev": [-4.673, -4.673], "largest_force_ha_per_bohr": 0.0790, "mol_weight_g_mol": 131.12, "smiles": "N/C([O-])=C(\\N)[N+](=O)C=[NH2+]", "charge": 1, "relative_energy_kcal_mol": 80.79, "orbital_gap_ha": [0.3182, 0.3182], "elements": ["C", "C", "C", "N", "N", "N", "N", "O", "O", "H", "H", "H", "H", "H", "H", "H"], "positions_angstrom": [[2.0917, -0.5418, 0.0523], [-0.4387, 0.1266, 0.5592], [-0.1649, -1.1699, -0.0380], [2.6876, -0.3095, -1.0877], [-0.7982, -2.0674, -0.7298], [1.1233, -1.5794, -0.0197], [-1.6601, 0.4901, 0.9331], [1.4306, -2.7027, -0.7146], [0.5493, 0.9042, 0.5769], [2.6289, -0.2590, 0.9991], [3.3367, 0.4330, -0.7608], [-1.6779, -2.4795, -0.7377], [0.1854, -2.6628, -1.1698], [-1.8023, 1.3417, 1.5071], [2.3580, -0.4762, -2.0384], [-2.2446, -0.1974, 1.2817]], "mulliken_charge": [0.060, 0.643, 0.045, -0.226, -0.356, 0.330, -0.407, -0.602, -0.577, 0.328, 0.321, 0.168, 0.407, 0.312, 0.287, 0.268]}



{"formula": "C11H27BBrN10O18", "method": "wB97M-V/def2-TZVPD", "lumo_energy_ev": -3.117, "largest_force_ha_per_bohr": 0.0464, "mol_weight_g_mol": 678.11, "charge": 1, "relative_energy_kcal_mol": 0.00, "orbital_gap_ha": 0.3536, "elements": ["O", "C", "Br", "C", "C", "N", "N", "C", "N", "O", "B", "O", "O", "H", "H", "H", "H", "H", "H", "C", "N", "O", "O", "H", "H", "H", "C", "N", "O", "O", "H", "H", "H", "C", "N", "O", "O", "H", "H", "H", "C", "N", "O", "O", "H", "H", "H", "C", "N", "O", "O", "H", "H", "H", "C", "N", "O", "O", "H", "H", "H", "C", "N", "O", "O", "H", "H", "H"], "positions_angstrom": [[-0.2770, 3.9170, 1.3553], [0.2829, 2.9297, 1.0172], [1.3591, 2.9398, -0.6259], [0.2238, 1.5929, 1.7698], [-0.3340, 0.5654, 0.8176], [-1.1540, 0.8985, -0.1041], [-1.4120, -0.2731, -0.7422], [-0.7866, -1.2706, -0.2102], [-0.0679, -0.7823, 0.8061], [0.7193, -1.4816, 1.6509], [2.1198, -1.3115, 1.3978], [2.9467, -1.6138, 2.4354], [2.5597, -0.8450, 0.1837], [1.2318, 1.3052, 2.0855], [-0.4070, 1.6949, 2.6537], [-2.0407, -0.2792, -1.5447], [-0.8110, -2.3333, -0.4876], [2.7011, -0.9949, 3.1418], [2.7875, 0.0887, 0.3145], [3.9327, 5.6090, -0.0413], [4.8969, 4.9574, 0.8862], [4.5879, 3.8697, 1.3392], [5.9195, 5.5529, 1.1239], [3.0792, 4.9497, -0.1465], [3.6439, 6.5601, 0.3964], [4.4376, 5.7547, -0.9920], [6.5409, -0.8196, 3.4441], [5.7976, 0.3780, 3.9243], [6.4181, 1.2365, 4.4950], [4.5963, 0.4061, 3.7052], [7.5854, -0.7044, 3.7082], [6.1095, -1.6911, 3.9310], [6.4144, -0.8710, 2.3666], [-3.5997, 3.1316, -2.3708], [-3.7930, 1.7143, -2.7812], [-2.7974, 1.0567, -3.0661], [-4.9211, 1.2890, -2.8105], [-2.5365, 3.3507, -2.3950], [-4.1397, 3.7535, -3.0707], [-3.9911, 3.2346, -1.3690], [3.2224, -4.6369, 3.5871], [4.2719, -5.1404, 4.5136], [4.0997, -6.2218, 5.0249], [5.2327, -4.4175, 4.6875], [2.4294, -5.3739, 3.5233], [2.8526, -3.7021, 3.9940], [3.6896, -4.4839, 2.6189], [0.9765, -5.1120, -2.1774], [-0.4283, -4.6748, -1.9498], [-0.6734, -4.0307, -0.9285], [-1.2394, -4.9787, -2.7760], [1.5864, -4.7660, -1.3511], [0.9745, -6.1968, -2.2321], [1.3048, -4.6735, -3.1154], [-4.9029, -1.3119, -4.6394], [-5.2103, -2.5719, -5.3697], [-4.2841, -3.3159, -5.6181], [-6.3688, -2.7640, -5.6631], [-3.8371, -1.2783, -4.4468], [-5.2086, -0.4820, -5.2692], [-5.4651, -1.3239, -3.7112], [-7.9034, 3.3025, -0.6285], [-6.4515, 3.5853, -0.7823], [-5.7338, 3.4241, 0.1861], [-6.0724, 3.9580, -1.8712], [-8.0867, 2.9807, 0.3900], [-8.4387, 4.2212, -0.8496], [-8.1590, 2.5200, -1.3375]], "mulliken_charge": [-0.439, 0.373, -0.178, 0.109, 0.065, -0.441, 0.441, -0.942, 0.302, -0.358, 0.592, -0.441, -0.423, 0.076, 0.340, 0.113, 1.240, 0.296, 0.292, -0.343, 0.891, -0.509, -0.519, -0.110, 0.294, 0.293, -0.654, 0.862, -0.492, -0.526, 0.330, 0.228, 0.250, -0.751, 0.978, -0.648, -0.497, 0.338, 0.327, 0.250, -0.619, 0.902, -0.540, -0.548, 0.337, 0.206, 0.260, -0.678, 0.845, -0.589, -0.452, 0.248, 0.299, 0.321, -0.742, 0.906, -0.532, -0.525, 0.314, 0.285, 0.286, -0.764, 0.912, -0.559, -0.479, 0.315, 0.295, 0.285]}



{"formula": "C5H10O2", "method": "wB97M-V/def2-TZVPD", "lumo_energy_ev": 0.861, "largest_force_ha_per_bohr": 0.0253, "mol_weight_g_mol": 102.13, "smiles": "O=CCCCCO", "relative_energy_kcal_mol": 36.34, "orbital_gap_ha": 0.3908, "elements": ["C", "O", "C", "C", "C", "C", "O", "H", "H", "H", "H", "H", "H", "H", "H", "H", "H"], "positions_angstrom": [[-1.2699, -1.2081, 0.0039], [-1.5166, -1.6503, 1.3254], [0.2185, -0.9822, -0.3016], [0.8707, 0.0745, 0.5528], [0.3773, 1.5097, 0.3028], [0.6054, 1.8898, -1.1438], [-0.1799, 1.6913, -2.0304], [-1.6530, -1.9360, -0.7138], [-1.8226, -0.2827, -0.1407], [-0.9756, -2.4212, 1.5161], [0.6878, -1.9681, -0.2767], [0.2360, -0.7245, -1.3668], [0.6134, -0.1039, 1.6005], [1.9562, 0.0052, 0.5716], [-0.6898, 1.5740, 0.5192], [0.9272, 2.2190, 0.9185], [1.6150, 2.3137, -1.3369]], "mulliken_charge": [-0.598, -0.519, -0.472, -0.673, -0.498, -0.018, -0.457, 0.304, 0.339, 0.331, 0.387, 0.262, 0.294, 0.362, 0.306, 0.330, 0.320]}



{"formula": "C9H18N4", "method": "wB97M-V/def2-TZVPD", "lumo_energy_ev": -8.181, "largest_force_ha_per_bohr": 0.0940, "mol_weight_g_mol": 182.27, "smiles": "C=C/C=N\\C(=[NH2+])/[NH+]=C(/C)NC(C)C", "charge": 2, "relative_energy_kcal_mol": 0.00, "orbital_gap_ha": 0.3556, "elements": ["C", "C", "C", "C", "C", "C", "C", "C", "C", "N", "N", "N", "N", "H", "H", "H", "H", "H", "H", "H", "H", "H", "H", "H", "H", "H", "H", "H", "H", "H", "H"], "positions_angstrom": [[-0.7523, -1.5349, -0.1279], [1.7564, -1.6639, 0.2336], [2.6988, 2.9869, -0.6652], [2.4699, 1.6376, -0.7818], [2.1632, 0.8090, 0.3232], [-1.8168, -2.5047, -0.5462], [-1.9415, 1.6964, -0.9301], [-2.1535, 1.1703, 1.4937], [-2.1253, 0.5663, 0.1652], [-0.8807, -0.2682, 0.1232], [0.5371, -2.1085, -0.1357], [2.0208, -0.4251, 0.3624], [2.6875, -2.6651, 0.5131], [2.9567, 3.6698, -1.4537], [2.3295, 3.4572, 0.3508], [3.0668, 1.1419, -1.6123], [1.8403, 1.4193, 1.1445], [-2.7975, -2.1160, -0.3652], [-1.6405, -3.3577, 0.1277], [-1.7410, -2.7580, -1.5344], [-1.2275, 1.2967, -1.6744], [-3.0179, 1.8246, -1.4514], [-1.6270, 2.5948, -0.3615], [-1.2841, 0.9874, 2.1031], [-3.0483, 0.7795, 2.1551], [-2.2238, 2.2120, 1.5550], [-2.9733, -0.0752, 0.0610], [0.5191, -3.1018, -0.1990], [0.0107, 0.1878, 0.3526], [2.6260, -3.5942, 0.0138], [3.5681, -2.2639, 0.7606]], "mulliken_charge": [0.929, 0.463, -0.531, -0.114, -0.012, -1.519, -1.109, -1.425, 0.362, -0.014, -0.141, -0.169, -0.410, 0.348, 0.209, 0.302, 0.448, 0.333, 0.497, 0.381, 0.318, 0.311, 0.322, 0.387, 0.282, 0.418, 0.504, 0.267, -0.170, 0.270, 0.263]}